Entry 1:
A 2-piece molecular cluster, C5H14P2 overall in a non-equilibrium geometry. Source: OMol25; level of theory: wB97M-V/def2-TZVPD.

Geometry (Å):
1 C 1.41328 1.95515 -0.88393
2 C 0.31385 -0.24385 2.06541
3 C -0.29617 -2.45007 0.56689
4 C -0.05664 1.76366 -0.49331
5 C -0.31893 0.18166 -0.60613
6 P -0.49578 -0.59373 -2.26864
7 P 0.70384 -0.88590 0.41359
8 H 1.74556 3.06865 -0.99918
9 H 2.16562 1.33134 -0.25446
10 H 1.59852 1.39148 -1.77019
11 H -0.83537 -0.21451 2.03026
12 H 0.61384 0.74266 2.04311
13 H 0.75378 -0.83319 2.81836
14 H -0.24104 -3.10681 -0.27185
15 H -1.36987 -2.29464 0.88980
16 H 0.16098 -2.93353 1.48803
17 H -0.32611 2.21669 0.44559
18 H -0.68857 2.12388 -1.27122
19 H -2.01460 0.10189 0.75092
20 H -1.41625 0.30224 -2.76814
21 H -1.40994 -1.62309 -1.92489

Electronic energy (Eh): -881.373552
Multiplicity: 3
Energy above the lowest of the compared OMol25 structures with the same formula, charge and spin (kcal per mole): 6.25
HOMO-LUMO gap (spin up / spin down) (Ha): 0.2858 / 0.2518
E_HOMO (spin up / spin down) (hartree): -0.243 / -0.313

=====

Entry 2:
A 2-piece molecular cluster, C5H14S overall in a non-equilibrium geometry. Source: OMol25; level of theory: wB97M-V/def2-TZVPD.

Geometry (Å):
1 C -1.54571 -1.08900 -4.53074
2 C -1.66228 0.27475 -3.91586
3 C -0.73845 0.45111 -2.67952
4 H -2.22495 -1.20078 -5.37399
5 H -0.55649 -1.31957 -4.90366
6 H -1.72833 -1.87054 -3.80560
7 H -1.39650 1.16084 -4.51841
8 H -2.70352 0.59216 -3.76235
9 H -0.86386 1.39355 -2.15954
10 H 0.24826 0.28739 -3.10229
11 H -0.94886 -0.36312 -1.98485
12 C 2.02988 0.15136 5.80306
13 S 1.46556 -1.05363 4.54536
14 C 1.07354 0.16601 3.30415
15 H 2.35057 -0.41987 6.66889
16 H 2.92999 0.56984 5.37572
17 H 1.24306 0.82083 6.05521
18 H 0.30767 0.89241 3.57622
19 H 0.78882 -0.24884 2.34484
20 H 1.93160 0.80509 3.06336

Electronic energy (Eh): -597.055593
Energy above the lowest of the compared OMol25 structures with the same formula, charge and spin (kcal per mole): 13.63
HOMO-LUMO gap (Ha): 0.3465
E_HOMO (hartree): -0.313
SMILES: CCC.CSC

=====

Entry 3:
A 2-piece molecular cluster, C5H14S overall in a non-equilibrium geometry. Source: OMol25; level of theory: wB97M-V/def2-TZVPD.

Geometry (Å):
1 C 1.24095 0.98934 2.07089
2 C 1.46532 -0.50075 2.04367
3 C 0.17020 -1.27695 1.89797
4 H 0.72053 1.36313 1.18219
5 H 2.14615 1.59001 2.16322
6 H 0.69135 1.31749 2.96718
7 H 2.12087 -0.80364 1.22802
8 H 1.92362 -0.84475 2.96393
9 H -0.43044 -1.06207 1.01393
10 H 0.27937 -2.36903 1.89884
11 H -0.55024 -1.14712 2.71289
12 C 0.19190 -0.26926 -2.26117
13 S -1.04349 0.71907 -1.36056
14 C -2.32068 0.87748 -2.61062
15 H 0.15436 0.06849 -3.29190
16 H 1.14579 -0.11675 -1.77986
17 H -0.09930 -1.31616 -2.25930
18 H -2.97285 1.68378 -2.30268
19 H -2.93610 -0.01499 -2.69541
20 H -1.89731 1.11268 -3.58122

Electronic energy (Eh): -597.067040
Energy above the lowest of the compared OMol25 structures with the same formula, charge and spin (kcal per mole): 6.44
HOMO-LUMO gap (Ha): 0.3494
E_HOMO (hartree): -0.313
SMILES: CCC.CSC

=====

Entry 4:
A 2-piece molecular cluster, C5H14S overall in a non-equilibrium geometry. Source: OMol25; level of theory: wB97M-V/def2-TZVPD.

Geometry (Å):
1 C -2.92103 -0.25074 -0.02060
2 C -1.90887 0.59475 0.76701
3 C -2.63557 1.59825 1.70390
4 H -3.21046 0.26373 -0.93389
5 H -2.74371 -1.30197 -0.24309
6 H -3.87573 -0.29735 0.52804
7 H -1.26136 1.19665 0.12912
8 H -1.34069 -0.04500 1.41565
9 H -2.61407 1.10614 2.68096
10 H -3.69268 1.71756 1.48793
11 H -2.16060 2.57104 1.82406
12 C 1.38647 -1.59386 -1.41690
13 S 2.40157 -0.18444 -0.96930
14 C 1.72032 0.10525 0.70698
15 H 0.34385 -1.26046 -1.48552
16 H 1.63642 -1.96233 -2.40761
17 H 1.30255 -2.44354 -0.74090
18 H 2.50522 0.14554 1.45005
19 H 1.12629 -0.75855 1.02355
20 H 1.06028 0.96291 0.70299

Electronic energy (Eh): -597.051109
Energy above the lowest of the compared OMol25 structures with the same formula, charge and spin (kcal per mole): 16.44
HOMO-LUMO gap (Ha): 0.3478
E_HOMO (hartree): -0.312
SMILES: CCC.CSC

=====

electronic energy of number 3 (C5H14S)? -597.067040 Eh

=====

Look up the energy above the lowest of the compared OMol25 structures with the same formula, charge and spin of the first one. 6.25 kcal per mole

=====

energy above the lowest of the compared OMol25 structures with the same formula, charge and spin of number 3 (C5H14S)? 6.44 kcal per mole

=====

Look up the energy above the lowest of the compared OMol25 structures with the same formula, charge and spin of the first one. 6.25 kcal per mole